Run 1
Molecular formula: C5H12NO
Method: DFT, wB97M-V/def2-TZVPD

```
19
Properties=species:S:1:pos:R:3
C 1.841 0.121 -1.939
C 0.646 -0.034 -0.995
C 1.138 -0.230 0.493
C 0.044 -0.581 1.521
C -1.461 -0.723 1.054
O -2.103 0.438 1.152
N -0.290 1.060 -1.190
H 2.056 -0.895 -2.271
H 1.497 0.709 -2.788
H 2.718 0.637 -1.559
H 0.146 -0.992 -1.239
H 2.081 -0.777 0.564
H 1.565 0.749 0.787
H 0.055 0.289 2.177
H 0.278 -1.446 2.130
H -1.458 -1.245 0.095
H -1.915 -1.465 1.751
H -1.252 0.776 -1.007
H -0.218 1.788 -0.478
```

## Properties
Spin multiplicity: 2
Frontier orbital gap (spin up / spin down): 10.34 / 7.64 eV
E_LUMO (spin up / spin down): 1.01 / -1.68 eV
<S²>: 0.754

Atom charges from the natural (NBO) analysis, given in e for atoms 1 to 2: C -0.62; C -0.04

***

Run 2
Molecular formula: C5H12NO
Method: DFT, wB97M-V/def2-TZVPD

```
19
Properties=species:S:1:pos:R:3
C 0.491 2.000 -0.280
N 0.532 0.681 0.397
C 0.342 -0.662 -0.202
C 0.047 -1.712 0.851
C -1.431 -1.724 1.330
O -1.628 -1.347 2.619
C 0.602 1.780 -1.800
H 1.377 2.581 -0.031
H -0.485 2.404 -0.010
H 0.217 0.744 1.345
H 1.342 -0.906 -0.574
H -0.354 -0.596 -1.034
H 0.683 -1.940 1.706
H 0.226 -2.644 0.275
H -1.797 -2.747 1.161
H -2.051 -1.061 0.698
H 1.193 0.880 -1.935
H 1.052 2.671 -2.227
H -0.356 1.598 -2.287
```

## Properties
Spin multiplicity: 2
Frontier orbital gap (spin up / spin down): 9.11 / 6.70 eV
E_LUMO (spin up / spin down): 1.01 / -1.40 eV
<S²>: 0.754

Atom charges from the natural (NBO) analysis, given in e for atoms 1 to 2: C -0.20; N -0.68

***

It is run 1 that is most stable; the runner-up trails by 0.525 eV.

***

Run 1
Molecular formula: S2
Method: DFT, wB97M-V/def2-TZVPD

```
2
Properties=species:S:1:pos:R:3
S 0.313 1.284 0.541
S -0.313 -1.284 -0.541
```

## Properties
Frontier orbital gap: 5.37 eV
E_LUMO: -4.64 eV

For each atom in turn, the natural (NBO) charge in e is: S 0.00; S 0.00

***

Run 2
Molecular formula: S2
Method: DFT, wB97M-V/def2-TZVPD

```
2
Properties=species:S:1:pos:R:3
S 1.315 -0.407 0.324
S -1.315 0.407 -0.324
```

## Properties
Frontier orbital gap: 5.39 eV
E_LUMO: -4.60 eV

For each atom in turn, the natural (NBO) charge in e is: S 0.00; S 0.00

***

Run 3
Molecular formula: S2
Method: DFT, wB97M-V/def2-TZVPD

```
2
Properties=species:S:1:pos:R:3
S 0.000 0.000 0.929
S 0.000 0.000 -0.929
```

## Properties
Frontier orbital gap: 5.77 eV
E_LUMO: -2.42 eV

For each atom in turn, the natural (NBO) charge in e is: S 0.00; S 0.00

***

Run 4
Molecular formula: S2
Method: DFT, wB97M-V/def2-TZVPD

```
2
Properties=species:S:1:pos:R:3
S 0.000 0.000 1.164
S 0.000 0.000 -1.164
```

## Properties
Frontier orbital gap: 5.62 eV
E_LUMO: -3.72 eV

For each atom in turn, the natural (NBO) charge in e is: S 0.00; S 0.00

***

It is run 3 that is most stable; the runner-up trails by 1.803 eV.

***

Run 1
Molecular formula: C4H5OP
Method: DFT, wB97M-V/def2-TZVPD

```
11
Properties=species:S:1:pos:R:3
C 1.116 0.870 -0.090
C 1.292 -0.553 -0.299
C -0.199 1.232 -0.014
C 0.084 -1.154 -0.350
O -2.331 -0.267 0.805
P -1.297 -0.012 -0.467
H 1.820 1.671 -0.191
H 2.131 -1.186 -0.518
H -0.648 2.224 -0.106
H -0.305 -2.633 -0.239
H -1.664 -0.191 1.468
```

## Properties
Frontier orbital gap: 8.71 eV
E_LUMO: -0.31 eV

Atom charges from the natural (NBO) analysis, given in e for atoms 1 to 2: C -0.18; C -0.31

***

Run 2
Molecular formula: C4H5OP
Method: DFT, wB97M-V/def2-TZVPD

```
11
Properties=species:S:1:pos:R:3
H -1.584 -2.559 -0.088
P -2.327 -1.208 0.067
C -0.989 -0.180 -0.101
C 0.829 -0.622 0.027
C 0.863 0.868 0.008
C -0.576 1.252 0.022
O -1.309 2.165 0.139
H 1.208 -1.037 0.958
H 1.162 -1.286 -0.858
H 1.337 1.089 -0.917
H 1.387 1.518 0.744
```

## Properties
Frontier orbital gap: 8.47 eV
E_LUMO: -0.95 eV
SMILES string: [H]/P=C1\CCC1=O

Atom charges from the natural (NBO) analysis, given in e for atoms 1 to 2: H -0.03; P 0.52

***

It is run 1 that is most stable; the runner-up trails by 0.752 eV.

***

Run 1
Molecular formula: C7H16N2O2
Method: DFT, wB97M-V/def2-TZVPD

```
27
Properties=species:S:1:pos:R:3
C 0.330 0.758 1.947
C -0.351 1.600 0.863
N -1.149 0.624 0.039
C -0.870 0.575 -1.359
C -2.529 0.602 0.423
C -2.835 -0.358 1.548
O -3.398 1.079 -0.271
H 0.768 -0.106 1.439
H -0.306 0.521 2.785
H 1.278 1.076 2.411
H -1.046 2.295 1.326
H 0.365 1.995 0.158
H -1.663 0.450 -2.108
H -0.154 1.269 -1.799
H -0.472 -0.402 -1.661
H -2.208 -1.238 1.442
H -2.452 0.170 2.428
H -3.879 -0.628 1.611
C 3.411 -0.238 -0.325
C 2.562 -1.388 -0.858
N 1.869 -1.026 -1.981
O 2.459 -2.469 -0.325
H 2.745 0.485 0.147
H 4.148 0.138 -1.026
H 3.915 -0.653 0.550
H 1.128 -1.512 -2.447
H 2.167 -0.166 -2.394
```

## Properties
Frontier orbital gap: 9.45 eV
E_LUMO: 0.64 eV
SMILES string: CCN(C)C(C)=O.CC(N)=O

Atom charges from the natural (NBO) analysis, given in e for atoms 1 to 2: C -0.63; C -0.21

***

Run 2
Molecular formula: C7H16N2O2
Method: DFT, wB97M-V/def2-TZVPD

```
27
Properties=species:S:1:pos:R:3
C 0.348 0.706 2.048
C -0.450 1.695 1.196
N -1.008 0.787 0.142
C -1.008 1.531 -1.361
C -2.295 0.426 0.383
C -2.655 0.048 1.734
O -3.032 0.480 -0.595
H 0.175 -0.328 1.826
H 0.237 0.796 3.299
H 1.478 0.678 2.293
H -1.223 2.062 1.844
H 0.263 2.334 0.697
H -1.177 0.838 -2.253
H -1.737 2.292 -1.274
H -0.138 1.869 -1.571
H -2.627 1.062 2.310
H -3.749 -0.212 1.559
H -2.066 -0.662 2.222
C 2.674 -0.061 -0.608
C 2.384 -1.516 -0.815
N 2.403 -1.884 -2.248
O 2.239 -2.516 -0.062
H 1.914 0.598 -0.898
H 3.611 0.092 -1.030
H 2.541 0.125 0.564
H 1.931 -2.762 -2.260
H 3.171 -1.794 -2.792
```

## Properties
Frontier orbital gap: 10.09 eV
E_LUMO: 0.76 eV
SMILES string: CCN(C)C(C)=O.CC(N)=O

Atom charges from the natural (NBO) analysis, given in e for atoms 1 to 2: C -0.65; C -0.27

***

It is run 1 that is most stable; the runner-up trails by 2.603 eV.

***

Run 1
Molecular formula: C3H6IN2
Method: DFT, wB97M-V/def2-TZVPD

```
12
Properties=species:S:1:pos:R:3
H -3.102 -0.478 0.200
N -2.244 -0.903 -0.163
C -1.275 -0.271 0.182
C 0.503 -0.382 0.178
N 1.330 -0.096 -1.045
C -0.319 0.709 0.737
I -0.269 1.087 2.915
H 0.823 -1.197 0.686
H 2.267 0.264 -0.746
H 1.088 0.595 -1.893
H 1.339 -1.016 -1.426
H -0.142 1.686 0.373
```

## Properties
Frontier orbital gap: 8.70 eV
E_LUMO: -4.40 eV
SMILES string: [H]/N=C1/[C@@H]([NH3+])[C@@H]1I
Net charge: +1

Atom charges from the natural (NBO) analysis, given in e for atoms 1 to 2: H 0.40; N -0.51

***

Run 2
Molecular formula: C3H6IN2
Method: DFT, wB97M-V/def2-TZVPD

```
12
Properties=species:S:1:pos:R:3
H 1.116 2.122 0.776
N 0.244 1.601 0.621
C -0.141 0.556 0.134
N 0.849 -0.681 -0.172
C -1.452 -0.013 -0.165
C -2.514 0.683 0.308
I -4.491 0.063 0.089
H 1.314 -0.658 -1.153
H 0.414 -1.614 -0.138
H 1.655 -0.779 0.503
H -1.595 -0.931 -0.857
H -2.320 1.584 0.759
```

## Properties
Frontier orbital gap: 8.59 eV
E_LUMO: -4.34 eV
SMILES string: [H]/N=C([NH3+])/C=C/I
Net charge: +1

Atom charges from the natural (NBO) analysis, given in e for atoms 1 to 2: H 0.44; N -0.59

***

It is run 2 that is most stable; the runner-up trails by 1.720 eV.

***

Run 1
Molecular formula: C3H6IN2
Method: DFT, wB97M-V/def2-TZVPD

```
12
Properties=species:S:1:pos:R:3
C 1.253 -0.104 -1.057
C -1.155 -0.736 1.523
C 2.625 0.207 -1.435
N 0.183 -0.505 -0.887
N -1.826 -1.096 0.513
I -2.150 -0.478 3.417
H -0.165 -0.211 1.233
H 3.203 -0.439 -2.083
H 2.579 1.305 -1.886
H 3.041 0.332 -0.342
H -1.144 -1.017 -0.337
H -2.573 -1.741 0.551
```

## Properties
Frontier orbital gap: 9.47 eV
E_LUMO: -4.86 eV
Net charge: +1

Atom charges from the natural (NBO) analysis, given in e for atoms 1 to 2: C 0.47; C 0.08

***

Run 2
Molecular formula: C3H6IN2
Method: DFT, wB97M-V/def2-TZVPD

```
12
Properties=species:S:1:pos:R:3
C 1.503 1.334 -0.050
C -0.665 0.402 0.163
C 2.230 0.178 0.244
N 0.198 1.455 0.070
N -0.309 -1.071 -0.098
I 4.233 -0.077 -0.026
H 1.990 2.143 -0.488
H -1.199 0.311 1.089
H -1.499 0.664 -0.508
H 1.850 -0.445 1.093
H -1.225 -1.694 -0.165
H 0.481 -1.324 -0.719
```

## Properties
Frontier orbital gap (spin up / spin down): 5.85 / 5.83 eV
E_LUMO (spin up / spin down): -7.75 / -7.76 eV
Net charge: +1

Atom charges from the natural (NBO) analysis, given in e for atoms 1 to 2: C -0.10; C -0.16

***

It is run 1 that is most stable; the runner-up trails by 2.802 eV.